(w)
C6H8N2O | the ωB97M-V functional and the def2-TZVPD basis

Results
HOMO level   -0.3585 hartree
Kohn-Sham gap   10.60 eV

Each line ends with the Mulliken charge.
Geometry (Å):
C: -0.10 -1.39 0.04  -0.8297
C: 0.81 -0.49 0.85  -0.0682
C: 0.39 0.18 -1.66  -0.2289
C: -0.71 -0.31 -0.83  -0.1180
C: -1.08 0.74 0.21  -0.1916
C: -0.13 0.60 1.36  -0.3744
H: -0.79 -1.88 0.71  0.3773
H: 0.47 -2.17 -0.50  0.3125
H: 1.39 -0.95 1.67  0.4795
H: 0.23 0.52 -2.68  0.4212
H: -1.62 -0.59 -1.39  0.4643
H: -2.15 0.94 0.35  0.3888
H: 0.56 1.90 0.06  0.3699
H: -0.44 0.59 2.42  0.3695
N: 1.56 0.37 -1.29  -0.4496
N: -0.24 1.84 0.63  -0.6697
O: 1.84 0.11 0.05  -0.2530

(x)
C6H8N2O | the ωB97M-V functional and the def2-TZVPD basis

Results
HOMO level   -0.3625 hartree
Kohn-Sham gap   9.00 eV

Each line ends with the Mulliken charge.
Geometry (Å):
C: -1.20 1.72 0.00  -1.2167
C: 0.21 1.26 -0.10  -0.2692
C: 0.41 -0.21 -0.14  0.9615
C: 1.60 -0.80 0.58  -1.1664
C: -0.82 -1.14 -0.43  0.7117
C: -0.84 -2.14 0.65  -0.0641
H: -1.86 0.99 -0.51  0.3190
H: -1.35 2.72 -0.36  0.3933
H: -1.41 1.60 1.08  0.2819
H: 0.99 1.74 0.42  0.4159
H: 0.14 0.54 -2.10  0.3376
H: 2.24 -1.39 -0.14  0.2359
H: 2.30 0.02 0.92  0.3370
H: 1.17 -1.42 1.44  0.3516
N: 0.73 0.70 -1.25  -0.7494
N: -0.88 -2.95 1.45  -0.3621
O: -1.43 -1.24 -1.50  -0.5176

(y)
C6H8N2O | the ωB97M-V functional and the def2-TZVPD basis

Results
HOMO level   -0.3485 hartree
Kohn-Sham gap   10.34 eV

Each line ends with the Mulliken charge.
Geometry (Å):
C: 1.29 -0.60 0.90  -0.0961
C: -0.09 1.78 -1.89  -0.1618
C: 0.10 -0.16 1.05  -0.3247
C: -1.18 0.27 1.17  -0.2437
C: 2.72 -1.33 -0.77  -0.2546
C: -2.30 -0.75 1.08  -1.1994
N: 1.62 -0.84 -0.46  -0.2484
N: -0.65 2.79 -1.60  0.3932
O: -1.27 3.82 -1.64  -0.6093
H: 2.07 -0.74 1.59  0.4606
H: 0.30 0.79 -1.92  0.3745
H: -1.46 1.28 1.21  0.4257
H: 3.10 -1.45 -1.80  0.2639
H: 3.37 -1.64 0.12  0.1635
H: -3.12 -0.66 1.69  0.4063
H: -1.85 -1.71 1.20  0.3644
H: -2.66 -0.84 0.08  0.2859

(z)
C6H8N2O | the ωB97M-V functional and the def2-TZVPD basis

Results
HOMO level   -0.3058 hartree
Kohn-Sham gap   8.11 eV

Each line ends with the Mulliken charge.
Geometry (Å):
C: -1.41 0.35 -0.90  -0.0917
C: 1.67 -1.12 -0.42  1.1107
C: -0.63 -1.64 0.54  -0.6698
C: -1.56 -0.92 -0.43  -0.3117
C: 0.69 -1.97 -0.08  -1.0078
C: 1.53 2.06 0.23  -0.9484
N: -0.56 1.34 -0.58  -0.6844
N: 0.56 1.03 -0.08  0.3369
O: 2.68 -0.61 -0.56  -0.4199
H: -2.16 0.82 -1.70  0.2361
H: -0.37 -0.94 1.49  0.2220
H: -1.02 -2.49 0.98  0.4655
H: -2.32 -1.44 -0.78  0.4468
H: 0.62 -2.89 -0.50  0.3431
H: 1.39 2.55 1.15  0.3601
H: 2.63 1.74 0.22  0.2432
H: 1.32 2.87 -0.41  0.3693

Relative energy of each structure, in hartree: (w) 0.0311; (x) 0.0000; (y) 0.1396; (z) 0.0807.

(w)
C4H4S | the ωB97M-V functional and the def2-TZVPD basis

Results
HOMO level   -0.3057 hartree
Kohn-Sham gap   7.97 eV

Each line ends with the Mulliken charge.
Geometry (Å):
C: -0.08 0.80 1.34  -0.6722
C: 0.50 -0.07 0.39  -0.0122
C: -0.76 -0.43 -1.63  0.2432
C: 0.44 -0.54 -1.12  -0.1888
S: -2.19 -0.03 -2.01  -0.3332
H: 0.33 0.82 2.29  0.2629
H: 1.40 -0.65 0.88  0.1434
H: -1.03 1.23 1.32  0.2849
H: 1.39 -1.13 -1.45  0.2721

(x)
C4H4S | the ωB97M-V functional and the def2-TZVPD basis

Results
HOMO level   -0.2912 hartree
Kohn-Sham gap   8.64 eV

Each line ends with the Mulliken charge.
Geometry (Å):
C: -0.58 0.44 1.26  -0.3072
C: -0.13 -0.07 0.09  0.4314
C: 0.56 -0.48 1.28  -0.0746
C: -0.03 0.06 -1.37  -0.8745
S: 1.52 -1.38 2.13  -0.4302
H: -1.17 1.10 1.77  0.4057
H: 0.41 0.98 -1.70  0.2948
H: -1.13 0.15 -1.81  0.2585
H: 0.54 -0.81 -1.66  0.2961

Relative energy of each structure, in hartree: (w) 0.0101; (x) 0.0000.

(w)
C3H7OS | the ωB97M-V functional and the def2-TZVPD basis

Results
HOMO level   -0.0995 hartree
Net charge   -1
Kohn-Sham gap   6.84 eV

Each line ends with the Mulliken charge.
Geometry (Å):
C: 0.72 -0.99 1.82  -0.8982
S: 1.95 0.23 1.19  -0.6529
H: 0.40 -1.81 1.21  0.2560
H: -0.19 -0.48 2.21  0.2419
H: 1.08 -1.32 2.81  0.2851
C: -0.74 -0.21 -1.58  -0.6013
C: -0.83 1.13 -1.48  0.0492
O: -0.17 1.90 -0.57  -0.4020
H: -1.30 -0.67 -2.37  0.2369
H: -0.15 -0.80 -0.90  0.1417
H: -1.16 1.75 -2.31  0.2948
H: 0.38 1.28 -0.03  0.0488

(x)
C3H7OS | the ωB97M-V functional and the def2-TZVPD basis

Results
HOMO level   -0.0964 hartree
Net charge   -1
Kohn-Sham gap   6.83 eV

Each line ends with the Mulliken charge.
Geometry (Å):
C: 1.88 1.33 1.00  -0.7825
S: 0.93 0.23 -0.07  -0.5062
H: 1.71 2.41 0.74  0.1777
H: 1.82 1.21 2.10  0.2367
H: 2.97 1.19 0.79  0.1836
O: -0.89 -2.18 0.60  -0.6213
C: -0.72 -1.44 -0.40  0.1136
C: -1.75 -0.45 -0.82  -0.8757
H: 0.00 -1.86 -1.19  0.2541
H: -2.67 -0.95 -1.12  0.3102
H: -1.38 0.19 -1.63  0.2905
H: -1.92 0.31 0.01  0.2192

Relative energy of each structure, in hartree: (w) 0.0000; (x) 0.0168.

(w)
C23H28N2O6S | the ωB97M-V functional and the def2-TZVPD basis

Results
HOMO level   -0.2981 hartree
Kohn-Sham gap   8.57 eV

Each line ends with the Mulliken charge.
Geometry (Å):
C: -4.72 -0.97 -3.38  -1.6151
C: -3.92 -1.02 -2.09  0.3155
C: -4.16 0.23 -1.24  -1.3162
N: -3.31 0.37 -0.08  0.1524
C: -2.08 1.03 -0.14  -0.0975
C: -1.33 1.14 -1.31  -0.3924
C: -0.09 1.74 -1.30  -0.9343
C: 0.44 2.25 -0.12  0.5227
C: -0.32 2.19 1.04  0.0026
C: -1.57 1.60 1.02  -0.8088
H: -2.17 1.58 1.91  0.7387
H: 0.04 2.61 1.97  0.5441
O: 1.73 2.75 -0.21  -0.5553
C: 2.20 3.63 0.80  -0.4945
C: 1.48 4.97 0.79  -1.1607
H: 1.91 5.62 1.55  0.3997
H: 0.42 4.85 0.99  0.3180
H: 1.60 5.44 -0.19  0.3115
H: 2.12 3.15 1.79  0.2797
H: 3.26 3.76 0.57  0.4145
H: 0.49 1.80 -2.21  0.3982
H: -1.71 0.74 -2.24  0.4033
S: -3.53 -0.70 1.21  1.2669
O: -3.74 0.04 2.42  -0.6985
O: -4.56 -1.61 0.82  -0.7276
C: -1.92 -1.47 1.27  -0.5638
C: -1.54 -2.33 0.26  -0.1540
C: -0.22 -2.71 0.11  -1.5497
C: 0.71 -2.19 1.00  0.0550
C: 0.30 -1.38 2.07  1.1187
C: -1.01 -1.02 2.22  -0.3498
H: -1.35 -0.39 3.02  0.5616
C: 1.50 -0.98 2.87  -1.0702
H: 1.52 -1.51 3.82  0.3199
H: 1.51 0.09 3.09  0.3117
C: 2.67 -1.40 1.97  -0.6961
N: 2.10 -2.28 0.96  0.1129
C: 2.79 -2.88 -0.06  0.6673
O: 2.30 -3.72 -0.77  -0.6576
C: 4.22 -2.40 -0.27  -0.7431
H: 4.82 -3.25 -0.60  0.4077
H: 4.67 -1.98 0.63  0.3187
C: 4.21 -1.35 -1.41  -0.6441
H: 5.19 -0.89 -1.50  0.3305
C: 3.17 -0.28 -1.17  0.5699
O: 1.98 -0.47 -1.24  -0.4426
O: 3.69 0.90 -0.85  -0.5319
H: 2.98 1.57 -0.71  0.4811
H: 3.95 -1.86 -2.34  0.3547
H: 3.12 -0.51 1.50  0.2905
H: 3.45 -1.93 2.53  0.4797
H: 0.09 -3.36 -0.69  0.5651
H: -2.29 -2.68 -0.43  0.5560
H: -4.03 1.13 -1.85  0.5451
H: -5.19 0.21 -0.87  0.4257
H: -4.22 -1.89 -1.50  0.3366
H: -2.85 -1.12 -2.32  0.2064
H: -4.43 -0.11 -3.98  0.3666
H: -5.78 -0.88 -3.16  0.3422
H: -4.57 -1.87 -3.96  0.4124

(x)
C23H28N2O6S | the ωB97M-V functional and the def2-TZVPD basis

Results
HOMO level   -0.3212 hartree
Kohn-Sham gap   9.40 eV

Each line ends with the Mulliken charge.
Geometry (Å):
C: 3.19 -1.81 4.14  -1.0905
H: 3.82 -2.25 4.92  0.3990
O: 3.93 -1.53 2.98  -0.3621
C: 4.54 -2.56 2.32  0.7815
C: 4.47 -3.89 2.72  -0.5353
C: 5.12 -4.87 1.99  -0.6423
C: 5.84 -4.54 0.86  -0.7350
C: 5.91 -3.22 0.46  -0.5651
C: 5.27 -2.22 1.17  0.7866
C: 5.36 -0.78 0.73  -1.0880
N: 4.04 -0.20 0.55  0.0766
C: 3.46 -0.07 -0.66  -0.1048
O: 4.05 -0.24 -1.71  -0.7026
C: 1.99 0.35 -0.60  0.3113
C: 1.80 1.68 0.15  -0.8445
C: 0.31 2.03 0.20  -0.6432
N: -0.41 0.94 0.83  0.1493
S: -1.91 1.32 1.44  1.2284
O: -2.40 0.15 2.10  -0.7162
O: -1.76 2.53 2.20  -0.7329
C: -2.91 1.65 -0.01  -0.1563
C: -3.55 0.61 -0.63  -0.3205
C: -4.27 0.80 -1.82  0.3301
C: -4.33 2.10 -2.36  0.4005
C: -3.68 3.14 -1.69  -0.7431
C: -2.96 2.93 -0.53  -0.4606
H: -2.47 3.74 -0.02  0.5107
H: -3.74 4.12 -2.14  0.4502
O: -4.90 2.48 -3.54  -0.4224
C: -6.13 1.93 -3.97  -0.5841
C: -6.07 0.44 -4.28  -0.4826
H: -5.19 0.22 -4.90  0.2810
H: -6.96 0.16 -4.84  0.3759
C: -6.01 -0.39 -3.00  -0.5920
H: -6.79 -0.06 -2.31  0.3612
H: -6.16 -1.45 -3.22  0.2729
O: -4.75 -0.36 -2.36  -0.3986
H: -6.37 2.50 -4.87  0.2774
H: -6.91 2.12 -3.22  0.3629
H: -3.50 -0.38 -0.21  0.5069
C: -0.32 -0.30 0.11  -0.8357
C: 1.14 -0.74 0.05  -0.4026
H: 1.23 -1.67 -0.51  0.4341
H: 1.49 -0.93 1.07  -0.0315
H: -0.72 -0.20 -0.91  0.3407
H: -0.92 -1.03 0.65  0.5245
H: -0.07 2.21 -0.82  0.3661
H: 0.14 2.91 0.80  0.4841
H: 2.17 1.59 1.17  0.2692
H: 2.34 2.48 -0.36  0.3405
H: 1.66 0.48 -1.64  0.4150
H: 3.48 -0.15 1.38  0.2162
H: 5.88 -0.71 -0.23  0.4886
H: 5.89 -0.19 1.48  0.2209
H: 6.46 -2.96 -0.43  0.3716
H: 6.34 -5.31 0.29  0.3863
H: 5.06 -5.90 2.32  0.3774
H: 3.91 -4.17 3.60  0.4224
H: 2.35 -2.48 3.94  0.4083
H: 2.80 -0.85 4.49  0.2642

Relative energy of each structure, in hartree: (w) 0.0000; (x) 0.0382.

(w)
C21H23ClN6O9SeV | the ωB97M-V functional and the def2-TZVPD basis

Results
Multiplicity   3
HOMO level (spin up / spin down)   -0.4229 / -0.4362 hartree
Net charge   +1
Kohn-Sham gap (spin up / spin down)   7.49 / 7.78 eV

Each line ends with the Mulliken spin population.
Geometry (Å):
V: 0.07 -0.31 -0.36  1.9977
C: -4.33 -1.39 1.04  0.0002
N: -3.72 -0.33 1.85  -0.0002
C: -4.16 -0.14 3.22  -0.0001
C: -2.63 0.26 1.36  0.0057
O: -2.17 -0.02 0.25  0.0177
C: -2.03 1.38 2.20  0.0060
O: -0.82 1.86 1.64  0.0067
C: -0.87 2.95 0.77  0.0042
C: -0.51 2.53 -0.65  0.0350
O: -0.26 1.31 -0.86  -0.1012
N: -0.47 3.44 -1.60  0.0317
C: -0.11 3.08 -2.97  0.0016
C: -0.71 4.85 -1.37  -0.0026
H: -5.33 -1.60 1.42  0.0000
H: -3.73 -2.30 1.07  -0.0001
H: -4.40 -1.06 0.01  -0.0001
H: -5.09 -0.68 3.36  0.0000
H: -4.34 0.91 3.45  0.0000
H: -3.43 -0.54 3.93  0.0000
H: -1.77 1.01 3.19  -0.0009
H: -2.76 2.19 2.30  -0.0001
H: -0.13 3.67 1.12  0.0036
H: -1.85 3.44 0.77  -0.0008
H: -0.13 2.00 -3.11  -0.0001
H: 0.89 3.45 -3.20  0.0010
H: -0.82 3.54 -3.66  0.0009
H: -0.63 5.11 -0.31  0.0006
H: -1.69 5.14 -1.73  0.0014
H: 0.04 5.42 -1.91  0.0003
O: 1.79 -1.89 2.62  -0.0020
Cl: 0.85 -1.22 1.82  0.0226
O: -0.41 -1.08 2.46  0.0041
O: 1.34 0.09 1.42  -0.0040
O: 0.66 -1.93 0.56  -0.0074
O: -1.79 -2.80 -0.27  -0.0039
C: -1.51 -2.42 -1.39  0.0318
N: -0.80 -1.25 -1.68  -0.0598
C: -0.75 -1.07 -3.06  -0.0102
O: -0.20 -0.13 -3.60  -0.0001
C: -1.45 -2.21 -3.70  0.0012
C: -1.67 -2.51 -5.03  0.0011
C: -2.33 -3.70 -5.31  -0.0001
C: -2.74 -4.56 -4.30  0.0003
C: -2.53 -4.24 -2.96  0.0011
C: -1.88 -3.05 -2.68  -0.0050
H: -1.34 -1.84 -5.81  0.0000
H: -2.51 -3.98 -6.35  0.0001
H: -3.24 -5.48 -4.55  0.0001
H: -2.84 -4.90 -2.16  -0.0001
Se: 2.65 -3.31 -3.48  -0.0025
N: 3.74 -2.00 -3.84  0.0145
C: 3.42 -1.00 -3.04  -0.0029
C: 4.10 0.24 -2.96  0.0243
C: 3.67 1.13 -2.03  -0.0137
C: 2.54 0.84 -1.23  0.0447
N: 1.82 -0.26 -1.30  -0.0599
C: 2.29 -1.23 -2.16  0.0183
N: 1.77 -2.45 -2.24  -0.0090
H: 4.94 0.44 -3.62  -0.0003
H: 4.18 2.07 -1.89  0.0000
H: 2.22 1.56 -0.49  0.0087

(x)
C21H23ClN6O9SeV | the ωB97M-V functional and the def2-TZVPD basis

Results
Multiplicity   3
HOMO level (spin up / spin down)   -0.4127 / -0.4336 hartree
Net charge   +1
Kohn-Sham gap (spin up / spin down)   7.25 / 7.76 eV

Each line ends with the Mulliken spin population.
Geometry (Å):
V: 0.22 -0.37 0.17  1.9054
C: -3.96 0.18 2.03  0.0013
N: -2.89 -0.45 2.78  -0.0006
C: -3.29 -1.42 3.77  0.0002
C: -1.64 -0.17 2.42  0.0100
O: -1.38 0.60 1.48  0.0057
C: -0.47 -0.73 3.24  -0.0061
O: 0.76 -0.27 2.72  0.0091
C: 1.08 1.09 2.94  0.0052
C: 1.53 1.66 1.58  0.0190
O: 1.14 1.02 0.59  -0.0359
N: 2.33 2.71 1.48  0.0309
C: 2.85 3.11 0.18  0.0004
C: 2.67 3.61 2.56  -0.0019
H: -4.15 1.18 2.43  0.0000
H: -4.86 -0.42 2.12  -0.0001
H: -3.68 0.25 0.98  -0.0011
H: -4.09 -1.00 4.38  0.0000
H: -2.47 -1.71 4.42  0.0000
H: -3.67 -2.31 3.28  -0.0001
H: -0.42 -1.82 3.13  -0.0024
H: -0.57 -0.46 4.30  -0.0008
H: 1.90 1.14 3.67  0.0019
H: 0.22 1.67 3.30  0.0003
H: 2.40 2.51 -0.61  0.0016
H: 3.93 2.99 0.17  0.0008
H: 2.61 4.16 -0.01  0.0004
H: 2.43 3.18 3.52  0.0007
H: 2.13 4.55 2.45  0.0012
H: 3.74 3.83 2.52  0.0003
O: -2.02 -3.28 -1.08  -0.0006
Cl: -0.71 -2.87 -0.84  0.0049
O: 0.11 -3.97 -0.50  0.0060
O: -0.73 -1.95 0.30  0.0058
O: -0.17 -2.18 -1.94  0.0080
O: -2.59 -0.46 -0.84  0.0001
C: -1.84 0.06 -1.63  0.0159
N: -0.53 0.40 -1.32  -0.0304
C: 0.02 1.18 -2.31  0.0109
O: 1.11 1.70 -2.22  -0.0023
C: -0.96 1.23 -3.42  0.0059
C: -0.90 1.80 -4.68  0.0008
C: -1.99 1.61 -5.52  -0.0003
C: -3.10 0.89 -5.12  0.0009
C: -3.17 0.32 -3.85  0.0007
C: -2.09 0.51 -3.01  -0.0053
H: -0.03 2.35 -5.00  0.0001
H: -1.97 2.04 -6.51  0.0001
H: -3.92 0.75 -5.81  0.0001
H: -4.02 -0.25 -3.53  -0.0001
Se: 2.07 -4.26 1.70  -0.0029
N: 3.17 -4.36 0.37  0.0160
C: 3.11 -3.25 -0.34  -0.0055
C: 3.86 -2.90 -1.48  0.0307
C: 3.61 -1.67 -2.04  -0.0153
C: 2.58 -0.85 -1.55  0.0753
N: 1.85 -1.16 -0.49  -0.0635
C: 2.16 -2.28 0.17  0.0117
N: 1.58 -2.62 1.32  -0.0126
H: 4.58 -3.59 -1.89  0.0000
H: 4.17 -1.33 -2.89  0.0003
H: 2.33 0.07 -2.05  -0.0007

Relative energy of each structure, in hartree: (w) 0.0000; (x) 0.0248.